No. 1
Computed, not measured: one molecule with the formula C4H7NO2, with ωB97M-V/def2-TZVPD.

Each line ends with the Mulliken charge.
Element x y z (Å)
C 2.100 0.973 0.298  -0.950
C 0.985 0.311 -0.005  0.704
N 0.862 -1.076 -0.183  -0.492
O -0.195 0.992 -0.143  -0.400
C -1.334 0.400 0.457  -0.319
C -2.073 -0.505 -0.509  0.013
O -2.999 -1.205 -0.187  -0.479
H 2.054 2.026 0.546  0.260
H 3.065 0.478 0.291  0.228
H 1.728 -1.567 0.004  0.236
H 0.512 -1.329 -1.101  0.202
H -1.081 -0.167 1.359  0.320
H -2.002 1.223 0.736  0.325
H -1.710 -0.452 -1.560  0.352

- E: -9845.2246 eV
- HOMO level: -8.8 eV
- Structure (SMILES): C=C(N)OCC=O
- Gap between HOMO and LUMO: 9.699 eV
- Energy relative to the best compared isomer or geometry (same formula, charge and spin): 198.3 kJ/mol
- Spin multiplicity: 1

***

No. 2
Computed, not measured: a 5-piece molecular cluster, C78H50BrF17N2O9 overall in a non-equilibrium geometry, with ωB97M-V/def2-TZVPD.

Each line ends with the Mulliken charge.
Element x y z (Å)
C -6.374 -5.095 -0.927  0.070
C -6.612 -3.972 -0.574  -0.902
C -6.862 -2.655 0.025  -0.547
C -6.267 -1.516 -0.834  -0.445
C -6.862 -0.175 -0.343  -1.965
C -5.894 1.038 -0.477  1.776
C -6.776 2.250 -0.623  -0.115
N -7.290 3.233 -0.920  -0.687
O -4.994 0.946 -1.533  -0.240
C -5.571 1.000 -2.835  -0.500
C -4.451 0.696 -3.832  -0.569
C -3.715 -0.625 -3.531  -0.906
C -5.051 1.223 0.842  0.926
Br -6.181 2.056 2.228  0.141
C -4.672 -0.076 1.418  -0.338
N -4.444 -1.122 1.829  -0.667
C -3.755 2.018 0.607  -1.235
C -3.975 3.499 0.276  -1.052
C -2.692 4.272 0.015  1.051
F -3.071 5.505 -0.420  -0.378
F -1.998 3.705 -1.000  -0.233
C -1.799 4.519 1.288  0.450
F -1.432 5.804 1.382  -0.317
F -2.617 4.292 2.347  -0.229
C -0.564 3.575 1.465  0.573
F -0.753 2.382 0.888  -0.243
F -0.457 3.326 2.795  -0.337
C 0.831 4.172 1.091  0.589
F 1.715 3.171 1.331  -0.280
F 1.145 5.171 1.924  -0.305
C 1.035 4.568 -0.388  0.765
F 0.833 3.456 -1.135  -0.387
F 0.105 5.455 -0.780  -0.303
C 2.448 5.174 -0.724  0.481
F 2.276 6.499 -0.908  -0.306
F 3.340 5.034 0.264  -0.282
C 3.049 4.649 -2.067  0.595
F 4.088 5.478 -2.322  -0.320
F 2.183 4.802 -3.068  -0.273
C 3.640 3.187 -2.004  0.844
F 3.371 2.573 -0.863  -0.235
F 3.083 2.466 -2.996  -0.273
F 4.947 3.217 -2.227  -0.267
H -6.129 -6.086 -1.222  0.444
H -6.467 -2.630 1.040  0.336
H -7.946 -2.504 0.043  0.392
H -6.624 -1.698 -1.847  0.500
H -5.181 -1.545 -0.786  0.339
H -7.220 -0.281 0.682  0.511
H -7.726 0.045 -0.972  0.600
H -6.362 0.259 -2.979  0.297
H -5.949 1.999 -3.067  0.246
H -3.724 1.507 -3.719  0.219
H -4.840 0.741 -4.849  0.495
H -4.403 -1.366 -3.128  0.178
H -3.257 -0.990 -4.451  0.384
H -2.896 -0.431 -2.840  0.222
H -3.169 1.940 1.524  0.723
H -3.176 1.575 -0.202  0.305
H -4.517 3.556 -0.673  0.339
H -4.605 4.013 0.995  0.408
O 8.741 -0.184 -3.537  -0.666
C 8.113 -0.824 -4.356  0.493
C 6.803 -0.334 -4.868  0.238
C 6.310 0.883 -4.414  -0.751
C 5.111 1.370 -4.906  -0.312
C 4.399 0.643 -5.855  -0.839
C 4.879 -0.577 -6.300  -0.574
C 6.079 -1.073 -5.805  0.156
C 6.571 -2.396 -6.281  0.746
O 5.915 -3.062 -7.056  -0.667
C 7.890 -2.876 -5.785  0.149
C 8.386 -4.091 -6.243  -0.599
C 9.625 -4.537 -5.815  -0.646
C 10.375 -3.773 -4.927  -0.447
C 9.880 -2.568 -4.458  -0.681
C 8.636 -2.116 -4.881  0.294
H 6.869 1.446 -3.679  0.529
H 4.734 2.316 -4.560  0.679
H 3.467 1.031 -6.246  0.405
H 4.326 -1.148 -7.034  0.473
H 7.801 -4.680 -6.936  0.476
H 10.011 -5.482 -6.175  0.431
H 11.348 -4.122 -4.601  0.574
H 10.459 -1.972 -3.766  0.484
O -4.735 3.677 10.150  -0.675
C -5.123 3.634 9.001  0.506
C -4.272 4.134 7.886  0.278
C -3.009 4.638 8.168  -0.610
C -2.194 5.075 7.137  -0.654
C -2.634 5.008 5.820  -0.472
C -3.899 4.521 5.535  -0.661
C -4.722 4.088 6.564  0.221
C -6.085 3.585 6.238  0.405
O -6.510 3.581 5.097  -0.692
C -6.925 3.068 7.349  0.272
C -8.183 2.559 7.059  -0.819
C -8.968 2.038 8.071  -0.457
C -8.503 2.030 9.382  -0.717
C -7.252 2.546 9.680  -0.715
C -6.460 3.071 8.666  0.578
H -2.668 4.684 9.193  0.486
H -1.208 5.464 7.359  0.410
H -1.990 5.339 5.018  0.456
H -4.255 4.472 4.517  0.745
H -8.541 2.565 6.040  0.609
H -9.947 1.640 7.841  0.563
H -9.119 1.619 10.172  0.457
H -6.887 2.542 10.697  0.489
O -10.140 -1.886 9.126  -0.678
C -10.305 -1.655 7.946  0.628
C -9.211 -1.077 7.119  0.011
C -7.979 -0.823 7.707  -0.591
C -6.938 -0.326 6.942  -0.672
C -7.122 -0.077 5.587  -0.119
C -8.354 -0.307 5.000  -0.932
C -9.405 -0.802 5.763  0.235
C -10.728 -1.032 5.118  0.668
O -10.911 -0.746 3.953  -0.678
C -11.816 -1.630 5.941  0.179
C -13.048 -1.886 5.351  -0.630
C -14.062 -2.469 6.094  -0.489
C -13.849 -2.799 7.428  -0.494
C -12.627 -2.534 8.024  -0.534
C -11.608 -1.945 7.285  0.156
H -7.832 -1.027 8.758  0.528
H -5.976 -0.137 7.401  0.442
H -6.303 0.303 4.989  0.551
H -8.504 -0.107 3.947  0.641
H -13.207 -1.632 4.312  0.473
H -15.019 -2.671 5.632  0.402
H -14.640 -3.262 8.004  0.403
H -12.459 -2.786 9.062  0.477
O 13.954 -4.942 -5.103  -0.653
C 14.746 -5.024 -6.021  0.506
C 14.733 -4.031 -7.130  0.187
C 13.814 -2.989 -7.098  -0.520
C 13.812 -2.038 -8.105  -0.619
C 14.728 -2.123 -9.148  -0.426
C 15.636 -3.168 -9.193  -0.666
C 15.638 -4.129 -8.189  0.442
C 16.609 -5.256 -8.263  0.549
O 17.360 -5.370 -9.209  -0.657
C 16.635 -6.237 -7.142  0.133
C 17.556 -7.277 -7.172  -0.577
C 17.613 -8.179 -6.123  -0.456
C 16.752 -8.047 -5.039  -0.500
C 15.824 -7.020 -5.010  -0.497
C 15.759 -6.114 -6.062  0.195
H 13.106 -2.923 -6.283  0.531
H 13.098 -1.226 -8.076  0.424
H 14.732 -1.373 -9.927  0.398
H 16.346 -3.242 -10.005  0.477
H 18.226 -7.373 -8.015  0.473
H 18.333 -8.987 -6.147  0.401
H 16.805 -8.749 -4.217  0.403
H 15.150 -6.915 -4.171  0.471

- E: -219344.7403 eV
- HOMO level: -9.6 eV
- Structure (SMILES): C#CCCC[C@](C#N)(OCCC)[C@@](Br)(C#N)CCC(F)(F)C(F)(F)C(F)(F)C(F)(F)C(F)(F)C(F)(F)C(F)(F)C(F)(F)F.O=C1c2ccccc2C(=O)c2ccccc21.O=C1c2ccccc2C(=O)c2ccccc21.O=C1c2ccccc2C(=O)c2ccccc21.O=C1c2ccccc2C(=O)c2ccccc21
- Gap between HOMO and LUMO: 8.513 eV
- Energy relative to the best compared isomer or geometry (same formula, charge and spin): 0.0 kJ/mol
- Spin multiplicity: 1

***

No. 3
Computed, not measured: a 2-piece molecular cluster, C3H6N2O overall in a non-equilibrium geometry, with ωB97M-V/def2-TZVPD.

Each line ends with the Mulliken charge.
Element x y z (Å)
C -1.860 0.272 -0.349  -0.778
N -0.547 -0.092 0.116  -0.126
C 0.496 -0.427 -0.688  0.127
N 1.661 -0.627 -0.201  -0.538
C 1.716 0.498 1.967  -0.027
O 2.824 0.424 2.217  -0.153
H -2.065 1.341 -0.210  0.275
H -1.937 0.046 -1.417  0.297
H -2.639 -0.299 0.170  0.256
H 0.237 -0.515 -1.751  0.241
H 2.370 -0.803 -0.902  0.197
H -0.255 0.181 1.047  0.229

- E: -8235.1571 eV
- HOMO level: -8.9 eV
- Gap between HOMO and LUMO: 9.822 eV
- Energy relative to the best compared isomer or geometry (same formula, charge and spin): 148.7 kJ/mol
- Spin multiplicity: 1

***

> gap between HOMO and LUMO of number 2 (C78H50BrF17N2O9)?

8.513 eV

***

Copy entry 3 word for word.
Computed, not measured: a 2-piece molecular cluster, C3H6N2O overall in a non-equilibrium geometry, with ωB97M-V/def2-TZVPD.

Each line ends with the Mulliken charge.
Element x y z (Å)
C -1.860 0.272 -0.349  -0.778
N -0.547 -0.092 0.116  -0.126
C 0.496 -0.427 -0.688  0.127
N 1.661 -0.627 -0.201  -0.538
C 1.716 0.498 1.967  -0.027
O 2.824 0.424 2.217  -0.153
H -2.065 1.341 -0.210  0.275
H -1.937 0.046 -1.417  0.297
H -2.639 -0.299 0.170  0.256
H 0.237 -0.515 -1.751  0.241
H 2.370 -0.803 -0.902  0.197
H -0.255 0.181 1.047  0.229

- E: -8235.1571 eV
- HOMO level: -8.9 eV
- Gap between HOMO and LUMO: 9.822 eV
- Energy relative to the best compared isomer or geometry (same formula, charge and spin): 148.7 kJ/mol
- Spin multiplicity: 1